Formula: C4H17NO3
Source: OMol25
Level of theory: the ωB97M-V functional and the def2-TZVPD basis

```
25
Properties=species:S:1:pos:R:3:forces:R:3
C -0.60027 0.41080 2.12510 1.68 0.02 -0.24
N -0.87705 0.60333 0.71071 0.83 -0.48 -0.05
C -1.59583 -0.42761 -0.07867 0.10 1.20 0.92
C -3.07220 -0.45545 0.32205 -1.88 0.40 -0.81
C -0.86091 -1.81898 0.02284 -1.64 1.80 -0.47
H -0.98333 1.15086 2.83817 -0.82 -0.44 -0.25
H 0.48763 0.49644 2.30712 -0.04 0.11 -0.20
H -0.74149 -0.63213 2.37928 -0.81 0.04 0.46
H -0.96851 1.56436 0.45071 -0.44 0.11 -0.30
H -1.60900 0.00346 -1.08686 0.52 -0.59 -0.04
H -3.78812 -0.01621 -0.41098 0.95 0.04 -0.33
H -3.27395 0.23498 1.13336 0.14 -0.53 0.78
H -3.57437 -1.42134 0.40733 0.51 -0.22 0.75
H -1.67819 -2.51100 0.21113 0.43 -0.63 -0.45
H -0.19095 -1.86286 0.86677 0.39 0.05 -0.03
H -0.37469 -1.90469 -0.94296 0.19 -0.85 0.16
O 2.34892 -2.29401 -1.51810 -0.71 -0.48 -0.30
H 1.65243 -1.74813 -1.13419 0.19 -0.07 -0.04
H 3.13366 -1.87829 -1.18560 0.61 0.31 0.27
O 2.48742 0.33865 -0.56635 0.03 0.16 0.24
H 2.58741 0.67264 -1.45791 -0.01 0.02 -0.27
H 1.63334 0.68155 -0.28000 -0.26 0.01 0.19
O 3.11491 3.80189 -1.93642 -0.80 1.56 0.03
H 3.30076 4.06444 -1.02438 0.19 -0.66 -0.37
H 3.44238 2.94731 -2.15216 0.64 -0.89 0.34
```
Positions in Å, forces in eV/Å.

Its gap between HOMO and LUMO is 9.036 eV. The total energy is -443.0154 hartree. The max |F| comes out at 2.5 eV/Å. Its SMILES is CNC(C)C.O.O.O. As for the relative energy (zero: lowest compared OMol25 entry of this formula, charge and spin): 1.683 eV.